Formula: C15H17N3O5S2
Source: OMol25
Level of theory: ωB97M-V with the def2-TZVPD basis set

```
42
Properties=species:S:1:pos:R:3:forces:R:3:lowdin_charge:R:1
C -5.249002 -1.064429 -0.029269 0.68 1.06 -0.15 -0.13
H 3.248297 -2.162664 -1.490818 0.04 -0.09 0.00 0.12
N -6.031400 -2.271686 0.143314 -0.21 -0.34 0.06 -0.36
H 5.134913 -1.692286 1.688333 0.08 0.00 0.05 0.09
H -2.983611 0.324744 -2.118757 0.03 -0.07 -0.15 0.12
C -3.650559 0.192500 -1.281736 -0.03 0.06 -0.02 -0.05
H 4.529380 1.258861 -2.229187 -0.02 0.12 -0.01 0.08
H 5.602504 -0.401559 -0.659139 0.10 -0.02 -0.03 0.10
H 4.581472 -0.046249 1.416244 0.09 0.13 0.01 0.08
C -1.256220 2.166337 0.269876 -0.39 0.00 -0.29 -0.57
S -2.749917 2.681178 -0.527349 0.29 -0.04 0.30 0.65
C 2.063991 -0.771447 0.333984 0.24 -0.23 0.34 -0.47
O -5.917563 -3.136513 -0.695378 0.00 -0.28 -0.23 0.09
H -4.687550 1.938030 1.422959 -0.07 0.03 0.14 0.12
H -0.992944 3.597971 1.872098 -0.14 0.17 0.08 0.12
H 2.927943 -2.572518 0.913443 -0.04 0.13 -0.02 0.16
H 3.580864 1.016595 -0.769567 -0.07 0.13 0.06 0.06
C 3.945545 0.530093 -1.671444 0.20 -0.10 -0.04 -0.09
C 0.750434 1.092490 0.998001 -0.85 0.03 -0.68 -0.55
O -6.746679 -2.339102 1.117521 -0.22 -0.06 0.26 0.09
H -6.052680 -0.159471 1.733262 0.00 0.02 0.01 0.12
O 1.254022 -1.031368 -0.533455 0.19 -0.26 -0.14 -0.02
C 4.252739 -1.057582 1.642732 -0.17 -0.15 -0.12 -0.06
H 3.088191 0.242398 -2.274907 -0.12 0.03 -0.06 0.08
H 5.277141 -1.035065 -2.264584 0.09 0.00 0.05 0.11
O -2.489411 2.892046 -1.921785 0.03 -0.38 -0.08 -0.29
H -4.333415 -1.778456 -1.825045 0.01 0.01 -0.02 0.13
H 2.481589 0.539124 1.911262 -0.06 -0.03 -0.10 0.14
N 1.843864 0.292794 1.168262 0.22 -0.08 0.16 0.13
H 4.696065 -2.704850 -0.637114 -0.06 -0.06 0.03 0.12
O -3.323922 3.745795 0.244561 -0.04 -0.14 0.26 -0.29
C -4.621751 1.108933 0.736489 0.01 0.07 -0.03 -0.03
S -0.381689 0.777851 -0.290509 -0.04 0.46 0.30 1.16
C 4.012745 -1.863895 -0.771472 0.04 0.10 0.01 -0.17
C -0.645369 2.728618 1.346370 -0.57 0.09 -0.34 -0.19
C -4.396816 -0.960868 -1.123279 -0.19 -0.19 0.14 0.03
H 3.786711 -1.073229 2.626447 0.02 0.04 0.12 0.08
C 3.307751 -1.599505 0.574362 0.17 -0.18 -0.19 -0.27
C -5.373526 -0.039957 0.902795 -0.10 -0.27 -0.08 0.03
C 4.802421 -0.686902 -1.344562 -0.17 -0.08 -0.02 -0.25
N 0.489007 2.114375 1.748224 0.71 -0.08 0.46 0.07
C -3.773563 1.208848 -0.351168 0.30 0.44 -0.04 -0.27
```
Positions in Å, forces in eV/Å.

Output
Energy above the lowest of the compared OMol25 structures with the same formula, charge and spin = 333.7 kJ/mol
SMILES = CCC[C@@H](C)C(=O)Nc1ncc(S(=O)(=O)c2ccc([N+](=O)[O-])cc2)s1
DFT total energy = -52206.531 eV
Highest occupied orbital energy = -9.2948 eV
Net charge = 0

Formula: C15H18Cl2CsO2S2Te
Source: OMol25
Level of theory: ωB97M-V with the def2-TZVPD basis set

```
41
Properties=species:S:1:pos:R:3:forces:R:3:lowdin_charge:R:1
C 0.282653 -1.955988 1.644590 -0.10 0.02 -0.11 -0.43
H -0.009884 -2.831929 2.222570 0.07 0.03 0.10 0.04
C -1.374033 -2.358981 -1.556566 0.02 -0.02 0.03 -0.42
H 4.801530 -1.245674 -3.219650 -0.01 0.05 0.08 0.02
C -2.718245 -2.092119 -1.099171 -0.10 -0.06 0.01 -0.11
H -1.824488 -5.680463 -2.290605 -0.02 -0.01 0.00 0.09
C -1.122444 -3.711043 -1.978573 0.06 0.06 -0.02 -0.03
O -2.365816 0.190379 -0.579466 -0.69 -0.18 0.14 -0.20
H -4.672304 -2.912293 -0.760946 -0.06 -0.04 0.01 0.09
H -4.645061 0.483123 0.137391 -0.01 -0.04 -0.01 0.08
C -3.384950 -4.404961 -1.522734 -0.22 0.02 0.07 -0.13
H -5.270312 -0.771114 -0.958154 -0.02 0.01 -0.06 0.08
Cs 0.177242 0.969015 -0.964060 0.79 0.94 0.08 0.93
H -4.804918 -1.201528 0.678721 0.01 -0.02 0.05 0.08
Cl 3.295966 -0.679968 -1.510275 0.11 -0.13 -0.02 0.49
H 2.826455 -0.227773 3.735717 0.05 0.01 -0.02 0.03
S 0.464388 5.196877 1.282815 0.00 0.10 0.09 0.85
C 2.833091 5.990494 0.863702 0.11 -0.18 -0.05 -0.29
S 1.988950 -1.458080 1.904708 0.07 -0.02 -0.05 0.70
H 5.629542 -0.663251 -1.737169 -0.10 0.03 -0.05 0.03
H -0.389854 -1.126985 1.868945 -0.02 0.01 0.02 0.04
H 1.179729 0.261326 3.390723 -0.01 -0.02 -0.07 0.02
C 2.124609 4.834304 1.043532 0.23 -0.60 -0.03 -1.12
C 1.839413 -0.602518 3.474633 -0.02 0.14 0.17 -0.44
H -0.077866 7.602467 1.264234 -0.10 -0.01 0.00 0.04
O -0.441395 -1.506792 -1.582994 -0.17 -0.61 -0.19 -0.34
C -2.081187 -4.678828 -1.960691 0.21 -0.16 -0.10 -0.12
H 2.430257 8.161442 0.806969 -0.04 0.02 0.01 0.09
C -3.123968 -0.779132 -0.627594 0.18 0.09 -0.05 -0.41
C 2.036900 7.159841 0.922773 -0.16 0.16 0.13 -0.24
H 0.189701 -2.179183 0.584449 -0.07 -0.06 -0.06 0.00
H 3.899058 5.988647 0.690873 0.04 -0.01 0.00 0.08
C 0.722962 6.889407 1.164421 -0.01 0.23 -0.13 -0.47
C -3.671211 -3.131690 -1.105209 -0.01 -0.03 0.00 -0.07
H -4.139389 -5.180349 -1.512296 -0.02 0.02 0.01 0.08
Cl 4.971219 1.091629 -3.147625 0.02 0.02 -0.03 0.50
C 4.797617 -0.511855 -2.419091 0.04 -0.02 0.00 -1.02
C -4.555062 -0.558380 -0.164715 -0.03 0.08 0.05 -0.03
H 1.491951 -1.263994 4.269047 -0.01 -0.05 -0.04 0.03
Te 2.803936 2.818335 1.059696 -0.03 0.28 0.07 0.36
H -0.114782 -3.922417 -2.312923 0.03 -0.01 -0.02 0.10
```
Positions in Å, forces in eV/Å.

Output
Energy above the lowest of the compared OMol25 structures with the same formula, charge and spin = 25.0 kJ/mol
DFT total energy = -74500.722 eV
Highest occupied orbital energy = -3.2708 eV
Net charge = -1

Formula: C15H18Cl2N2O2Sn
Source: OMol25
Level of theory: ωB97M-V with the def2-TZVPD basis set

```
40
Properties=species:S:1:pos:R:3:forces:R:3:lowdin_charge:R:1
H -2.688290 -0.381080 1.373866 -0.33 -0.15 -0.41 0.07
C 2.651564 0.411198 -2.245598 -0.62 -0.32 0.28 0.05
H 2.609892 -4.374741 -0.576343 -0.14 0.17 0.03 0.14
H -0.154273 2.716850 1.028235 -0.16 -0.35 -0.13 0.05
Cl 0.355639 1.879600 4.267021 0.04 -0.40 -0.12 0.67
C 0.805192 0.225330 3.770817 0.26 -0.36 -0.01 -0.98
C -1.171652 2.369814 0.820821 -0.61 0.07 -0.26 -0.14
C 0.437880 0.098216 2.297474 0.68 0.36 -0.26 -0.72
H -2.828050 0.685950 -1.504195 -0.05 0.06 0.03 0.08
H -3.420700 1.685260 -0.101848 0.09 -0.38 -0.12 0.08
H 3.405138 -0.348785 -2.424202 0.05 0.40 -0.08 0.12
H -1.745109 2.302489 1.752146 0.07 0.05 -0.21 0.05
C 2.862491 1.759671 -2.536316 -0.34 -0.03 0.05 0.03
C 1.844403 2.684440 -2.287192 -0.19 -0.04 0.04 0.01
N 0.003271 -1.520988 -0.492518 -0.11 -0.16 -0.31 0.01
H 3.811786 2.085491 -2.954338 -0.17 -0.06 0.10 0.14
H 1.963418 3.752903 -2.465733 0.07 -0.35 -0.10 0.14
O -0.757544 -0.346841 2.042439 0.20 0.28 -0.88 -0.19
Cl 0.033159 -1.036357 4.750776 0.19 0.40 -0.18 0.66
C 1.441874 0.007395 -1.665500 0.08 1.93 -0.31 -0.18
H -0.196282 2.911622 -1.551307 0.43 -0.29 -0.16 0.12
H -1.233530 -2.788249 0.616104 0.45 -0.02 -0.14 0.13
C -3.276338 -0.529995 0.433719 -0.97 0.31 -0.06 -0.14
H 0.406410 -4.661199 0.639293 0.13 0.21 -0.25 0.14
H -3.044130 -1.484915 -0.067562 -0.14 0.30 0.18 0.09
C -3.452132 0.703093 -0.588348 -1.22 -0.47 0.22 -0.15
C 0.636858 2.233930 -1.765419 0.37 -0.53 0.16 -0.07
H -4.474996 0.614581 -0.987000 0.42 -0.12 -0.09 0.12
N 0.468149 0.934360 -1.433587 0.22 -0.31 -0.54 -0.02
C 2.133552 -2.369074 -1.204618 -0.49 0.63 -0.11 0.05
H 3.066764 -2.176447 -1.730720 -0.23 -0.32 0.23 0.13
C 0.654284 -3.746155 0.101327 -0.26 0.23 0.01 0.02
C 1.873358 -3.574297 -0.560831 -0.32 0.04 0.02 0.03
H -1.672334 3.020195 0.097412 0.09 0.02 0.30 0.03
C 1.184948 -1.338214 -1.157267 -0.45 -1.06 0.88 -0.17
O 1.229046 0.479888 1.409634 -1.53 -0.58 0.70 0.02
Sn -1.106180 0.354806 0.044471 3.92 0.64 1.68 1.43
H 1.887026 0.110370 3.854541 -0.20 0.18 0.15 0.08
C -0.271397 -2.705848 0.101955 0.39 0.18 -0.08 -0.06
H -4.273154 -0.644285 0.898391 0.39 -0.13 -0.26 0.14
```
Positions in Å, forces in eV/Å.

Output
DFT total energy = -53782.087 eV
Highest occupied orbital energy = -15.9894 eV
Net charge = +2

LUMO energy for every record listed, in sequence, given in eV: -0.979, 2.127, -8.291.